79
Properties=species:S:1:pos:R:3:forces:R:3:mulliken_spin:R:1 method="wB97M-V/def2-TZVPD" multiplicity=6 orbital_gap_ha="0.3080 / 0.2822" charge=-1 fmax_ev_per_a=0.43 e_above_lowest_ev=0.000
Fe -0.139 1.072 0.525 -0.40 -0.14 0.01 4.1697
N 7.962 2.402 -0.786 0.00 -0.01 -0.01 0.0004
C 6.761 1.719 -0.566 0.00 0.01 0.00 0.0012
C 5.569 2.195 -1.119 0.01 -0.03 0.02 -0.0002
C 4.391 1.497 -0.942 -0.03 0.01 -0.02 -0.0017
C 4.392 0.314 -0.213 0.00 -0.02 -0.01 0.0069
C 5.563 -0.163 0.348 -0.03 -0.04 0.00 0.0012
C 6.746 0.534 0.167 0.01 0.00 0.00 -0.0005
S 2.872 -0.561 -0.005 0.16 0.02 0.16 0.0076
O 3.135 -1.709 0.820 0.03 0.03 0.00 0.0046
O 2.308 -0.773 -1.313 -0.05 -0.04 -0.19 -0.0012
N 1.900 0.504 0.700 0.15 0.00 0.11 0.0619
C 2.029 0.960 1.959 -0.09 -0.07 -0.06 0.0098
N 0.869 1.574 2.318 -0.13 0.03 -0.05 0.0381
C 0.759 2.109 3.522 0.09 0.05 0.03 0.0155
C 1.832 2.058 4.396 -0.01 -0.02 0.04 0.0005
C 2.972 1.402 3.950 0.00 0.03 -0.01 0.0024
N 3.095 0.845 2.752 0.04 0.02 -0.02 0.0004
H 7.850 3.384 -0.978 0.00 0.01 0.00 0.0000
H 8.665 2.239 -0.083 0.00 0.00 0.00 0.0000
H 5.574 3.119 -1.685 -0.01 0.00 0.00 0.0000
H 3.459 1.874 -1.346 0.02 0.01 0.01 0.0002
H 5.531 -1.074 0.930 0.01 0.01 0.00 0.0003
H 7.668 0.162 0.599 0.00 0.00 0.00 0.0000
H -0.190 2.566 3.777 0.01 -0.01 -0.02 0.0014
H 1.774 2.492 5.382 0.01 -0.01 0.00 0.0007
H 3.840 1.318 4.597 0.00 0.00 0.00 -0.0007
F -2.011 1.464 2.360 -0.01 -0.05 0.15 0.0169
As -3.296 2.533 2.902 -0.03 0.10 -0.19 0.0031
F -4.260 2.054 1.513 0.05 0.06 0.02 0.0002
F -4.550 3.604 3.411 -0.02 -0.02 -0.02 0.0000
F -2.567 3.793 1.950 -0.06 -0.01 0.09 0.0000
F -2.328 2.992 4.273 0.02 -0.07 -0.06 0.0005
F -3.991 1.223 3.791 0.03 0.01 0.04 0.0004
N -3.327 3.355 -1.059 0.00 -0.02 -0.04 0.0051
C -2.017 3.083 -0.908 0.13 0.06 0.07 -0.0003
O -1.696 1.997 -0.343 0.03 -0.21 0.02 0.0602
C -1.016 3.975 -1.385 -0.04 -0.09 0.03 0.0149
C 0.261 3.520 -1.043 -0.03 -0.03 0.16 -0.0023
N 1.167 2.940 -0.608 0.11 0.22 -0.23 0.0182
C -1.308 5.200 -2.012 0.09 0.01 -0.13 -0.0012
N -1.588 6.182 -2.551 -0.04 0.01 0.06 0.0031
H -3.590 4.294 -1.306 0.01 0.00 0.01 -0.0003
H -3.927 2.858 -0.414 -0.03 0.01 0.03 -0.0008
N -0.742 -0.612 0.452 -0.04 0.12 -0.05 0.4482
P -1.430 -1.706 -0.426 0.02 -0.03 0.07 -0.0248
C -0.495 -3.254 -0.435 0.02 -0.01 -0.04 0.0322
C 0.119 -3.742 -1.582 -0.03 -0.04 0.03 -0.0034
C 0.910 -4.881 -1.515 -0.02 0.01 0.00 -0.0013
C 1.087 -5.532 -0.306 0.02 -0.02 0.01 0.0031
C 0.481 -5.044 0.845 -0.02 0.01 0.01 -0.0012
C -0.304 -3.906 0.783 0.01 0.01 0.00 0.0047
C -3.083 -2.111 0.189 0.07 -0.08 -0.07 0.0274
C -3.673 -3.362 0.021 0.00 -0.02 -0.01 -0.0042
C -4.954 -3.590 0.501 0.03 0.00 -0.02 0.0020
C -5.642 -2.574 1.153 0.00 0.03 0.01 -0.0002
C -5.053 -1.329 1.325 0.00 -0.02 0.02 0.0021
C -3.774 -1.097 0.840 -0.02 0.06 0.04 0.0319
C -1.630 -1.239 -2.164 -0.12 0.03 0.00 0.0244
C -0.581 -0.563 -2.783 0.08 0.05 0.00 0.0385
C -0.706 -0.152 -4.101 0.00 0.01 0.00 0.0079
C -1.876 -0.409 -4.805 -0.02 -0.01 0.02 0.0005
C -2.922 -1.083 -4.190 0.01 0.02 -0.01 0.0008
C -2.801 -1.497 -2.871 0.02 0.02 -0.03 -0.0052
H -0.007 -3.227 -2.525 0.01 0.00 -0.01 0.0018
H 1.396 -5.252 -2.409 0.00 0.00 0.00 -0.0002
H 1.710 -6.416 -0.254 0.00 0.00 0.00 0.0002
H 0.632 -5.544 1.793 0.00 0.00 0.00 0.0000
H -0.758 -3.507 1.682 0.00 0.01 0.00 -0.0060
H -3.129 -4.158 -0.475 0.01 0.00 0.00 0.0009
H -5.413 -4.563 0.375 0.01 0.00 0.00 0.0000
H -6.638 -2.759 1.536 0.00 0.01 0.00 0.0000
H -5.566 -0.533 1.848 -0.03 0.01 0.00 0.0002
H -3.306 -0.132 0.980 0.03 0.06 0.03 -0.0055
H 0.338 -0.374 -2.237 -0.04 0.00 -0.03 -0.0120
H 0.110 0.377 -4.575 0.00 0.00 0.00 0.0003
H -1.975 -0.075 -5.830 0.00 0.00 0.00 0.0001
H -3.839 -1.275 -4.731 0.00 0.00 -0.01 0.0001
H -3.628 -2.004 -2.390 0.00 -0.01 0.01 0.0008

=====

69
Properties=species:S:1:pos:R:3:forces:R:3:lowdin_charge:R:1 method="wB97M-V/def2-TZVPD" orbital_gap_ha="0.2280 / 0.2070" charge=-2 fmax_ev_per_a=0.25 e_above_lowest_ev=0.176
Na -0.193 1.205 -1.135 0.00 -0.15 -0.12 0.1737
Br 3.112 1.356 -1.327 -0.01 0.01 0.00 0.7695
C 3.331 3.231 -1.099 0.00 0.00 0.00 -0.6084
C 4.602 3.727 -1.175 0.00 0.00 0.00 -0.1730
C 4.824 5.110 -1.007 0.01 0.00 0.00 -0.1227
C 3.769 5.940 -0.770 0.00 0.01 0.00 -0.0762
C 2.446 5.435 -0.689 -0.01 -0.01 -0.01 -0.1956
C 1.363 6.310 -0.439 0.01 0.01 0.00 -0.0929
C 0.096 5.803 -0.360 -0.01 0.00 0.00 -0.1227
C -0.134 4.419 -0.528 0.01 0.00 0.00 -0.1692
C 0.855 3.480 -0.782 -0.01 0.02 0.00 -0.0927
C 2.177 4.040 -0.855 0.01 0.00 -0.01 -0.2511
H 5.431 3.057 -1.361 0.00 0.00 0.00 0.0780
H 5.834 5.500 -1.067 0.00 0.00 0.00 0.0856
H 3.925 7.007 -0.637 0.00 0.00 0.00 0.0945
H 1.560 7.370 -0.313 0.00 0.00 0.00 0.0894
H -0.740 6.471 -0.166 0.00 0.00 0.00 0.0833
H -1.166 4.083 -0.439 0.00 0.00 0.00 0.0471
C -3.846 2.318 -2.673 0.00 0.01 0.01 -0.0114
C -3.475 0.880 -2.558 -0.02 -0.03 -0.10 -0.4251
N -2.265 0.381 -2.698 0.04 0.06 0.12 0.0963
C -2.391 -0.973 -2.483 0.00 0.00 0.00 -0.1580
C -3.694 -1.283 -2.222 -0.02 -0.01 -0.03 -0.1241
N -4.381 -0.091 -2.294 0.02 -0.06 0.05 0.0705
H -3.051 2.931 -2.252 0.00 0.00 -0.01 0.0723
H -4.779 2.515 -2.142 0.00 0.00 0.00 0.0471
H -3.981 2.602 -3.719 0.00 0.00 0.00 0.0750
H -1.527 -1.617 -2.493 0.00 0.01 0.01 0.0666
H -4.186 -2.212 -1.991 0.00 0.00 -0.01 0.0978
H -5.340 0.065 -1.990 -0.01 0.08 -0.05 -0.0382
F -2.313 -3.553 3.900 0.00 0.01 -0.01 0.0223
C -1.373 -2.715 3.385 0.01 0.00 0.00 -0.2858
C -1.751 -1.441 2.994 -0.01 0.00 0.00 -0.0189
C -0.791 -0.594 2.476 0.00 0.01 0.01 -0.0212
C 0.557 -1.004 2.340 0.01 -0.01 0.00 -0.3105
C 1.530 -0.154 1.792 0.01 0.02 0.02 0.0718
C 0.881 -2.322 2.740 0.01 0.00 -0.01 -0.0451
C -0.073 -3.173 3.261 -0.01 -0.01 0.01 -0.0289
H -2.785 -1.133 3.075 0.00 0.00 0.00 0.1067
H -1.075 0.394 2.136 0.00 0.00 0.00 0.1021
H 2.532 -0.515 1.607 0.00 0.01 0.01 0.0559
H 1.292 0.848 1.466 -0.03 0.03 -0.02 0.0514
H 1.898 -2.674 2.609 0.00 0.00 0.00 0.1110
H 0.171 -4.186 3.554 0.00 0.00 0.00 0.1111
N -3.884 0.422 0.771 0.04 0.05 -0.05 0.1662
C -3.291 1.640 0.595 -0.07 -0.10 -0.14 -0.6081
O -2.141 1.755 0.169 0.14 0.02 0.21 -0.0170
C -4.092 2.800 0.936 0.00 0.03 -0.01 0.1595
I -7.397 0.950 -0.544 0.02 -0.01 0.04 -0.4395
H -3.404 -0.339 0.305 0.00 0.00 0.02 0.0945
H -4.898 0.398 0.707 -0.03 -0.02 0.02 -0.0268
H -3.631 3.770 0.833 0.01 0.00 0.00 0.0638
H -5.136 2.705 1.200 -0.01 -0.02 0.00 0.0217
F 3.173 -7.562 2.084 0.00 0.00 0.01 0.1118
C 3.535 -7.238 0.816 0.00 0.00 0.00 -0.5758
F 4.884 -7.277 0.790 0.00 0.00 0.00 0.1113
F 3.112 -8.278 0.053 0.00 0.00 0.00 0.1102
C 2.977 -5.932 0.371 0.01 0.00 0.00 -0.1628
C 3.802 -4.876 0.005 0.00 -0.01 0.00 -0.0318
C 3.253 -3.674 -0.403 -0.01 0.00 0.00 -0.0310
C 1.861 -3.483 -0.456 0.03 0.03 0.06 -0.2772
C 1.047 -4.569 -0.075 -0.01 0.00 0.00 -0.0337
C 1.593 -5.768 0.329 0.00 0.00 0.01 -0.0322
C 1.297 -2.244 -0.850 -0.05 -0.07 -0.16 -0.2224
C 0.777 -1.174 -1.179 -0.04 0.10 0.11 -0.0389
H 4.877 -4.995 0.039 0.00 0.00 0.00 0.1082
H 3.894 -2.850 -0.688 0.00 0.00 0.00 0.1114
H -0.027 -4.434 -0.095 0.00 0.00 0.00 0.1154
H 0.945 -6.587 0.619 0.00 0.00 0.00 0.1160

=====

72
Properties=species:S:1:pos:R:3:forces:R:3:lowdin_charge:R:1 method="wB97M-V/def2-TZVPD" orbital_gap_ha=0.2885 charge=+2 fmax_ev_per_a=0.15
Cd 0.333 1.098 0.488 -0.07 0.04 -0.05 1.3670
C 4.768 -0.469 0.942 -0.02 0.01 -0.01 -0.0767
C 3.630 0.230 0.565 0.01 -0.03 0.01 -0.0969
N 2.450 -0.004 1.131 0.06 0.02 -0.01 0.0494
C 2.392 -0.945 2.077 0.05 0.00 -0.02 -0.1942
C 3.544 -1.646 2.433 -0.04 0.00 0.00 -0.0416
N 4.722 -1.408 1.876 0.02 0.00 -0.01 0.1221
C 1.064 -1.232 2.687 -0.03 -0.05 0.07 -0.1963
C 0.932 -2.062 3.792 -0.01 0.02 -0.04 0.0667
C -0.333 -2.340 4.298 0.00 -0.02 0.04 -0.1139
C -1.426 -1.760 3.660 -0.01 0.01 -0.01 0.0653
C -1.218 -0.921 2.577 -0.03 0.02 -0.04 -0.2029
N 0.006 -0.660 2.108 -0.03 0.03 -0.04 0.0670
C -2.357 -0.312 1.830 0.05 -0.05 0.06 -0.2023
C -3.664 -0.309 2.320 -0.03 0.00 -0.01 -0.0453
N -4.683 0.155 1.613 0.04 0.01 -0.03 0.1236
C -4.414 0.614 0.395 -0.02 -0.02 0.05 -0.0784
C -3.114 0.658 -0.085 -0.01 0.02 -0.04 -0.1272
N -2.089 0.214 0.635 0.03 0.01 0.01 0.0488
C -0.512 -3.231 5.465 0.01 0.00 -0.02 -0.1808
C -1.476 -2.961 6.429 -0.01 0.01 0.00 -0.0085
C -1.598 -3.826 7.507 0.00 0.00 -0.01 -0.1120
N -0.847 -4.911 7.663 -0.01 -0.01 0.01 0.0873
C 0.068 -5.169 6.735 0.00 0.02 -0.02 -0.1107
C 0.279 -4.362 5.626 0.01 -0.02 0.01 -0.0065
H 5.725 -0.267 0.478 0.01 -0.01 0.01 0.1233
H 3.672 0.987 -0.206 -0.01 0.01 0.00 0.0931
H 3.521 -2.431 3.177 0.00 0.00 0.00 0.1209
H 1.799 -2.483 4.278 0.00 0.00 0.01 0.1195
H -2.425 -2.002 3.991 0.00 -0.01 0.01 0.1221
H -3.895 -0.676 3.311 -0.02 0.00 0.00 0.1224
H -5.246 0.963 -0.204 -0.01 0.00 0.01 0.1236
H -2.898 1.048 -1.074 0.02 0.00 0.01 0.1119
H -2.105 -2.082 6.372 0.00 0.00 0.00 0.1153
H -2.333 -3.634 8.280 0.00 0.00 0.00 0.1174
H 0.661 -6.064 6.880 0.00 0.00 0.00 0.1178
H 1.025 -4.643 4.893 0.00 0.01 0.00 0.1165
Se 3.185 1.803 -6.951 -0.12 0.07 0.04 1.2163
N 3.421 2.769 -5.479 0.08 -0.08 -0.03 -0.2083
C 2.714 2.205 -4.536 -0.03 -0.01 -0.01 -0.3426
C 2.662 2.700 -3.166 -0.07 -0.05 0.01 -0.0717
C 3.384 3.819 -2.751 0.02 0.02 -0.01 0.0395
C 3.295 4.224 -1.437 0.01 0.02 0.03 -0.0116
C 2.485 3.496 -0.575 -0.02 -0.02 -0.02 -0.1415
N 1.789 2.431 -0.954 0.04 0.04 0.02 0.0062
C 1.866 2.027 -2.232 0.03 0.04 0.01 -0.1588
C 1.091 0.832 -2.623 -0.01 0.00 -0.02 -0.1510
N 0.340 0.233 -1.683 -0.03 -0.09 0.01 0.0211
C -0.348 -0.857 -2.003 0.00 0.01 0.01 -0.1271
C -0.342 -1.409 -3.278 -0.01 0.00 0.00 -0.0105
C 0.410 -0.797 -4.255 0.00 -0.01 0.02 0.0404
C 1.145 0.344 -3.930 0.00 0.01 -0.01 -0.0730
C 1.967 1.041 -4.912 -0.04 0.07 -0.01 -0.3408
N 2.067 0.671 -6.161 0.13 -0.05 -0.01 -0.2079
H 4.001 4.343 -3.468 0.00 0.00 0.00 0.1325
H 3.840 5.083 -1.072 0.00 0.00 -0.01 0.1228
H 2.403 3.780 0.469 0.00 -0.01 0.00 0.1020
H -0.930 -1.303 -1.205 0.00 -0.01 -0.01 0.0992
H -0.919 -2.299 -3.483 0.00 0.00 -0.01 0.1226
H 0.450 -1.179 -5.267 0.00 0.00 0.00 0.1323
N 0.480 2.442 2.507 0.00 0.01 0.05 -0.0411
C -0.154 3.768 2.361 0.01 0.01 -0.03 -0.2437
C -1.404 3.663 1.504 0.00 -0.01 0.05 -0.2486
N -1.054 3.138 0.174 -0.01 0.00 0.01 -0.0422
H -0.007 1.908 3.222 0.00 0.00 -0.01 0.0803
H 1.431 2.540 2.848 0.00 0.00 -0.02 0.0864
H 0.561 4.434 1.874 0.00 0.00 0.00 0.1072
H -0.399 4.213 3.325 -0.02 0.00 0.00 0.1256
H -1.893 4.638 1.459 0.01 0.01 -0.02 0.1253
H -2.113 2.968 1.964 0.01 0.00 0.00 0.1094
H -0.496 3.820 -0.333 0.00 0.01 0.01 0.0790
H -1.896 3.005 -0.375 0.01 -0.01 0.00 0.0655

=====

71
Properties=species:S:1:pos:R:3:forces:R:3:mulliken_spin:R:1 method="wB97M-V/def2-TZVPD" multiplicity=2 orbital_gap_ha="0.1952 / 0.2051" charge=+1 fmax_ev_per_a=3.60 e_above_lowest_ev=4.413
Ir -0.613 1.459 0.821 -2.81 -1.96 -1.11 0.8689
C -0.191 4.559 -1.949 -0.20 -0.09 -0.08 0.0014
C -0.692 4.031 -3.139 0.29 0.14 0.35 -0.0006
C -1.579 2.984 -3.088 -0.33 -0.26 0.64 0.0051
C -1.934 2.433 -1.840 1.56 1.20 -0.03 -0.0081
N -1.373 2.915 -0.699 0.84 -0.87 0.77 0.0213
C -0.556 3.961 -0.757 0.30 0.67 -0.43 0.0016
N -2.895 1.500 -1.821 -2.11 -1.80 0.88 0.0094
C -3.260 0.776 -0.807 0.79 1.24 -2.01 -0.0074
N -2.522 0.531 0.313 1.52 0.22 2.76 0.0068
C -3.282 -0.202 1.201 1.23 1.48 -2.53 -0.0134
N -2.968 -0.467 2.433 1.13 -0.01 2.43 0.0048
C -1.793 -0.347 3.016 -1.59 -0.08 -0.67 0.0013
C -1.737 -0.336 4.452 0.39 -0.02 0.81 0.0010
C -0.569 -0.169 5.087 -0.41 0.10 -0.29 -0.0020
C 0.710 -0.017 4.329 -0.10 -0.38 0.30 -0.0010
C 0.520 -0.365 2.885 -0.43 0.06 -0.41 0.0077
N -0.627 -0.340 2.282 1.58 0.13 -0.73 0.0068
C -4.570 -0.480 0.598 -0.66 -0.19 -0.99 0.0014
C -5.704 -1.127 1.069 0.40 0.19 0.08 -0.0016
C -6.819 -1.158 0.244 -0.02 0.03 -0.13 0.0009
C -6.795 -0.583 -1.022 -0.02 -0.10 0.13 -0.0022
C -5.659 0.051 -1.509 0.38 0.12 0.13 0.0006
C -4.548 0.105 -0.686 -0.73 -0.65 0.58 -0.0011
H 0.470 5.410 -1.950 0.08 0.05 0.04 0.0001
H -0.385 4.445 -4.087 -0.03 0.08 -0.12 -0.0002
H -2.039 2.569 -3.969 -0.06 -0.03 -0.08 0.0005
H -0.173 4.335 0.186 0.00 -0.10 -0.03 0.0025
H -2.676 -0.403 4.979 -0.05 -0.06 0.02 0.0000
H -0.506 -0.077 6.159 -0.09 0.02 0.15 0.0001
H 1.515 -0.616 4.780 -0.27 0.00 -0.22 -0.0004
H 1.402 -0.561 2.289 0.05 0.19 -0.18 -0.0193
H -5.724 -1.567 2.053 0.00 -0.04 0.13 -0.0001
H -7.724 -1.630 0.592 -0.07 -0.07 0.03 0.0000
H -7.685 -0.626 -1.631 -0.05 0.00 -0.08 -0.0001
H -5.644 0.499 -2.490 0.02 0.09 -0.11 0.0000
O 1.203 3.883 3.805 1.02 2.19 1.31 0.0078
Se 0.697 2.540 3.253 -0.12 -0.23 0.21 0.0108
O 1.202 1.330 4.433 0.15 -0.11 0.06 -0.0031
O 1.385 2.082 1.864 0.06 -0.70 -1.70 0.0180
O -0.873 2.387 3.001 -1.71 -0.33 0.37 0.0407
O 0.861 1.362 -0.951 -0.60 0.72 -0.11 0.0107
S 2.017 0.567 -1.474 0.54 -0.79 0.47 0.0176
C 1.506 -1.177 -1.105 0.27 0.32 -0.08 0.0024
C 1.492 -1.909 -2.408 -0.04 -0.13 -0.23 0.0003
C 0.797 -1.344 -3.475 0.01 -0.21 0.08 -0.0006
C 0.774 -1.967 -4.706 -0.04 -0.01 -0.01 -0.0003
C 1.439 -3.171 -4.879 0.06 -0.04 -0.01 0.0002
C 2.145 -3.732 -3.828 -0.03 -0.06 -0.12 -0.0002
C 2.181 -3.100 -2.597 -0.11 0.16 0.12 0.0011
C 3.446 0.906 -0.320 -0.29 -0.05 -0.40 -0.0029
C 3.998 -0.267 0.401 0.17 -0.19 0.21 -0.0010
C 4.618 -1.305 -0.297 0.00 0.26 0.20 0.0005
C 5.175 -2.367 0.387 -0.02 -0.07 0.01 0.0007
C 5.111 -2.412 1.772 -0.07 0.02 0.09 -0.0002
C 4.480 -1.396 2.472 0.05 -0.17 0.01 0.0005
C 3.925 -0.326 1.790 0.03 0.09 -0.24 0.0003
H 0.499 -1.053 -0.692 0.11 0.11 0.00 0.0049
H 2.157 -1.641 -0.369 -0.03 0.01 0.01 0.0054
H 0.274 -0.411 -3.321 -0.13 0.14 -0.08 0.0007
H 0.241 -1.515 -5.528 -0.08 0.01 -0.09 0.0000
H 1.409 -3.671 -5.834 0.03 -0.04 -0.12 0.0000
H 2.671 -4.663 -3.972 0.05 -0.09 0.00 0.0000
H 2.733 -3.535 -1.776 0.08 -0.05 0.10 0.0000
H 3.071 1.667 0.365 -0.07 0.02 -0.12 0.0023
H 4.197 1.335 -0.983 -0.04 0.10 0.02 -0.0009
H 4.666 -1.265 -1.376 0.06 -0.02 -0.15 -0.0010
H 5.664 -3.158 -0.159 0.08 -0.11 -0.05 0.0000
H 5.562 -3.232 2.308 0.06 -0.14 0.06 0.0000
H 4.435 -1.429 3.550 0.04 0.00 0.11 0.0000
H 3.471 0.496 2.326 -0.03 0.08 0.05 0.0006